(1)
A 2-piece molecular cluster, C2H5FS overall, computed with ωB97M-V/def2-TZVPD.

```
9
Properties=species:S:1:pos:R:3:forces:R:3
C 1.38498 0.05817 0.06393 -0.348 5.039 -5.587
C -1.39874 -0.95462 -0.11087 -0.057 1.112 0.194
F 0.80641 1.30327 0.38589 0.496 -0.140 0.452
S -2.18765 0.50891 0.09570 0.308 -0.868 -0.440
H 2.39144 0.12255 0.00937 3.519 0.730 0.662
H 1.15226 -0.06415 -1.00380 -0.573 -0.647 0.468
H -2.07228 -1.58123 -0.68762 -0.645 -0.236 0.015
H 1.08538 -0.62590 0.65150 -2.488 -4.838 4.015
H -1.16182 1.23301 0.59589 -0.212 -0.151 0.220
```
Positions in Å, forces in eV/Å.

Values from the calculation:
net charge: 0
orbital gap: 0.319 hartree

***

(2)
A 2-piece molecular cluster, C2H5FSi overall, computed with ωB97M-V/def2-TZVPD.

```
9
Properties=species:S:1:pos:R:3:forces:R:3
Si -1.62129 0.60155 0.03774 0.585 -3.945 -2.434
H -0.79943 -0.48992 0.60401 0.062 -0.176 0.095
H -2.90895 -0.02481 0.04073 -1.231 0.375 0.522
H -1.30052 0.42465 -1.43447 0.134 0.895 0.539
H -1.16492 1.60757 0.81344 0.347 2.880 1.305
C 2.11914 -1.17142 -0.13568 -0.327 -0.743 -0.112
C 1.92382 -0.00878 -0.07089 0.268 2.111 0.861
F 1.87228 1.24403 0.22888 -0.060 -0.324 -0.536
H 1.87988 -2.18286 -0.08376 0.223 -1.073 -0.241
```
Positions in Å, forces in eV/Å.

Values from the calculation:
net charge: 0
orbital gap: 0.421 hartree
SMILES: [SiH4].C#CF

***

(3)
A 2-piece molecular cluster, C2H5FSi overall, computed with ωB97M-V/def2-TZVPD.

```
9
Properties=species:S:1:pos:R:3:forces:R:3
C 0.20295 1.31982 1.23029 -0.390 -1.193 -0.914
C -0.53404 0.48622 0.51365 -1.925 1.905 2.627
F -1.87158 0.47136 0.77372 1.000 -0.464 -0.981
Si 0.33708 -1.32204 -1.31002 -0.499 0.239 -2.231
H 1.24494 1.39485 1.31232 1.183 -0.082 -0.429
H -0.38458 1.92693 1.86008 -0.581 0.797 0.772
H 0.53670 -0.54550 -2.54547 -0.085 -0.107 0.060
H 1.46771 -1.89802 -0.77012 1.528 -1.027 0.859
H -0.99918 -1.83362 -1.06446 -0.233 -0.068 0.237
```
Positions in Å, forces in eV/Å.

Values from the calculation:
net charge: 0
multiplicity: 3
orbital gap (alpha / beta): 0.264 / 0.286 hartree

***

Table of F_max (eV/A), in record order: 7.5; 4.7; 3.8
Table of energy (a.u.), in record order: -577.09901; -468.38234; -468.30175
Table of relative energy (zero: lowest compared OMol25 entry of this formula, charge and spin) (kcal/mol), in record order: 85.15; 118.00; 35.55